1.
CHCl3S in the gas phase, computed with ωB97M-V/def2-TZVPD.

```
6
Properties=species:S:1:pos:R:3
C 0.3027 -0.4819 -0.0454
S -1.6376 0.6501 -0.0863
Cl 0.5303 -1.0656 1.5569
Cl 1.5206 0.7315 -0.3920
Cl 0.2054 -1.7087 -1.2967
H -0.9215 1.8745 0.2636
```

Properties
- LUMO energy (spin up / spin down): 0.38 / -3.23 eV
- 2S+1: 3
- Charge: 0
- Relative energy (zero: lowest compared OMol25 entry of this formula, charge and spin): 29.97 kcal/mol
- <S²>: 2.008
- Strongest force on any atom: 0.05403 hartree/bohr

Results of the Mulliken charge analysis, in e, for atoms 1 through 5: C 0.184; S -0.044; Cl -0.105; Cl -0.139; Cl -0.131

2.
A molecular structure, C19H28IrN7O7PS, computed with ωB97M-V/def2-TZVPD.

```
64
Properties=species:S:1:pos:R:3
Ir -0.6478 0.3668 0.5524
C -3.2398 0.0116 2.0089
C -3.5389 -0.1657 0.5378
N -2.5880 0.6411 -0.2710
C -2.9101 2.0815 -0.4878
C -2.5214 2.9720 0.6808
S -0.8867 2.5063 1.3831
C -1.3110 2.1186 3.1260
C -1.3263 0.6168 3.4322
N -1.7736 -0.1775 2.2546
H -3.8161 -0.6908 2.6113
H -3.5072 1.0119 2.3419
H -4.5716 0.1060 0.3130
H -3.3920 -1.2073 0.2482
H -2.5627 0.2117 -1.1956
H -3.9766 2.1981 -0.6928
H -2.3464 2.3876 -1.3668
H -3.2505 2.9601 1.4887
H -2.4241 4.0002 0.3367
H -2.2577 2.6057 3.3520
H -0.5588 2.6130 3.7386
H -1.9748 0.4200 4.2893
H -0.3237 0.2764 3.6896
H -1.6202 -1.1654 2.4471
O -0.3130 -3.0911 -1.5960
C -0.4923 -1.9346 -1.3098
O -0.5799 -1.5728 -0.0271
C -0.6260 -0.8946 -2.3948
C -1.0424 -1.3588 -3.6414
C -1.0775 -0.5053 -4.7210
C -0.6839 0.8166 -4.6278
C -0.2941 1.2723 -3.3907
C -0.2346 0.4521 -2.2537
O 0.2656 0.9693 -1.1323
N 0.1107 2.6817 -3.2447
O 0.9689 3.0851 -3.9914
O -0.4907 3.3582 -2.4268
N -1.5326 -1.0195 -6.0312
O -1.5278 -0.2379 -6.9555
O -1.8735 -2.1799 -6.0765
H -1.3114 -2.3986 -3.7681
H -0.6928 1.4587 -5.4985
C 4.5846 -0.4481 0.7527
N 3.7504 -1.3353 -0.0370
C 3.5912 -2.6172 0.6496
N 2.9890 -2.4613 1.9739
C 3.8129 -1.5816 2.7903
N 3.8863 -0.3137 2.0449
C 2.7026 0.4857 2.0386
P 1.4043 -0.4488 1.0514
C 2.4835 -0.7408 -0.4244
C 1.5881 -2.0665 1.9169
H 4.6853 0.5289 0.2849
H 5.5622 -0.8934 0.9234
H 4.5708 -3.0816 0.7616
H 2.9604 -3.2695 0.0465
H 4.8154 -1.9901 2.8951
H 3.3671 -1.4124 3.7684
H 2.8782 1.4451 1.5490
H 2.3280 0.6344 3.0532
H 2.6308 0.2092 -0.9381
H 1.9749 -1.4163 -1.1156
H 1.0171 -2.8100 1.3585
H 1.1704 -2.0164 2.9258
```

Properties
- LUMO energy (spin up / spin down): -5.35 / -9.38 eV
- 2S+1: 2
- Charge: +2
- Relative energy (zero: lowest compared OMol25 entry of this formula, charge and spin): 0.00 kcal/mol
- <S²>: 0.756
- Strongest force on any atom: 0.01738 hartree/bohr

Results of the Mulliken charge analysis, in e, for atoms 1 through 5: Ir 2.535; C -0.631; C -0.871; N -0.595; C -0.452

3.
C4H7NO2 in the gas phase, computed with ωB97M-V/def2-TZVPD.

```
14
Properties=species:S:1:pos:R:3
C -1.2141 -1.1243 0.4966
C -1.4119 0.2257 -0.1385
C -0.4660 1.3099 -0.0238
O -1.5094 1.2749 0.8850
C 1.2701 0.1232 -0.6311
O 0.8549 0.9665 0.3474
N 2.5419 -0.1881 -0.4533
H -0.4988 -1.0533 1.3195
H -2.1835 -1.4168 0.9123
H -0.8835 -1.8992 -0.2005
H -2.0995 0.2612 -0.9841
H -0.4731 2.1770 -0.6814
H 2.9310 -0.8211 -1.1329
H 3.1421 0.1646 0.2849
```

Properties
- LUMO energy: 1.04 eV
- Charge: 0
- Relative energy (zero: lowest compared OMol25 entry of this formula, charge and spin): 82.28 kcal/mol
- Strongest force on any atom: 0.01223 hartree/bohr

Results of the Mulliken charge analysis, in e, for atoms 1 through 5: C -1.329; C 0.115; C 0.214; O -0.458; C -0.417

4.
10 unconnected molecules or ions with the total composition C4H28O9S2, computed with ωB97M-V/def2-TZVPD.

```
43
Properties=species:S:1:pos:R:3
C 0.2885 0.8970 -2.9009
C -0.0218 1.5764 -1.5490
S 1.1753 1.1748 -0.2523
S 0.3009 0.4355 1.3388
C -0.3335 -1.2556 1.0299
C -1.6575 -1.1932 0.2498
H -0.4634 1.0978 -3.6528
H 0.4157 -0.1829 -2.8068
H 1.2871 1.1912 -3.2292
H -1.0822 1.5522 -1.3490
H 0.3303 2.5938 -1.7459
H 0.4513 -1.8223 0.5413
H -0.4459 -1.5558 2.0517
H -1.7739 -2.1540 -0.2485
H -1.6369 -0.4021 -0.4861
H -2.4657 -1.0216 0.9504
H -2.9899 -1.7290 -3.3866
H -2.2893 -0.6234 -2.6435
O -3.1650 -0.8829 -2.9559
H 2.4722 -3.3156 -0.9116
H 2.5228 -2.1205 -0.0351
O 2.4898 -2.3510 -0.9776
H 0.2353 -2.6143 -3.0890
H 0.5875 -2.3884 -1.6158
O -0.1520 -2.3579 -2.2448
H -0.2203 4.1156 1.5433
H 1.1652 3.5079 0.9393
O 0.6060 3.6600 1.6997
H 3.0055 -1.1359 1.9956
H 3.0190 -2.4408 2.7587
O 2.5829 -2.0042 2.0169
H 4.2863 1.4286 0.8445
H 3.4395 2.0396 1.8776
O 3.5033 1.2123 1.3725
H -4.8948 0.4796 -0.5161
H -3.9169 -0.4165 -1.3962
O -3.9952 0.1503 -0.6029
H -3.5919 1.1010 1.2015
H -3.4331 2.0744 2.3982
O -3.8945 1.2893 2.0985
H 2.1415 0.8111 4.3987
H 3.0833 0.9511 3.1893
O 3.0345 0.6283 4.0992
```

Properties
- LUMO energy (spin up / spin down): -3.24 / -7.41 eV
- 2S+1: 2
- Charge: +1
- <S²>: 0.755
- Strongest force on any atom: 0.04106 hartree/bohr

Results of the Mulliken charge analysis, in e, for atoms 1 through 5: C -1.106; C -0.390; S 0.091; S 0.301; C -0.242

Look up the charge of the fourth one. +1

charge of number 3 (C4H7NO2)? 0

charge of number 2 (C19H28IrN7O7PS)? +2

Which value of strongest force on any atom does entry 4 give? 0.04106 hartree/bohr